Here is 7 unconnected molecules or ions with the total composition C70H160F6N2O2P5 at a distorted geometry from the Open Molecules 2025 dataset. Energies are from the ωB97M-V functional and the def2-TZVPD basis.

Output
relative energy (zero: lowest compared OMol25 entry of this formula, charge and spin): 32.8 kcal per mole
lowest unoccupied orbital energy: -9.94 eV
largest force on an atom: 3.8 eV/A
HOMO: -0.6528 Eh
frontier orbital gap: 0.288 hartree

Geometry as ORCA input:
```
! RIJCOSX wB97M-V def2-TZVPD def2/J DEFGRID3
* xyz 5 1
C 4.00793 12.05304 -3.38534
C 4.26470 10.59342 -3.64408
C 3.48833 9.54920 -2.85068
C 3.60728 9.60141 -1.25592
P 2.60107 8.39970 -0.45089
C 0.90794 8.85651 -0.80247
C -0.32918 8.32596 0.06665
C -1.55517 9.21441 -0.34966
C -2.87908 8.54415 0.07161
C 2.76275 8.71535 1.33448
C 4.27327 8.85687 1.78008
C 4.45791 9.45179 3.17628
C 5.80700 9.13277 3.81507
C 2.95953 6.67003 -0.79304
C 1.94910 5.54909 -0.38803
C 1.75943 5.27253 1.11734
C 1.59390 3.69060 1.49358
H 3.97796 12.28079 -2.31982
H 2.96932 12.26942 -3.63548
H 4.69257 12.64899 -3.98883
H 5.33440 10.38755 -3.60559
H 4.01976 10.39772 -4.68802
H 3.63680 8.48059 -3.00604
H 2.44475 9.78123 -3.06331
H 3.60375 10.56065 -0.73827
H 4.57079 9.17090 -0.98317
H 0.74078 8.72803 -1.87189
H 1.08252 9.91725 -0.62236
H -0.17957 8.47797 1.13558
H -0.46746 7.25177 -0.05619
H -1.64915 9.28764 -1.43314
H -1.30308 10.21703 -0.00424
H -2.84982 7.60189 -0.47554
H -3.68202 9.05039 -0.46421
H -2.90946 8.46514 1.15832
H 2.20066 8.01801 1.95566
H 2.36850 9.72563 1.44405
H 4.95821 9.42354 1.14933
H 4.60030 7.82373 1.89752
H 3.61309 9.18329 3.81054
H 4.39370 10.53123 3.03919
H 6.06778 9.71546 4.69858
H 6.66407 9.36358 3.18242
H 5.92691 8.09633 4.13050
H 3.97420 6.44318 -0.46581
H 3.03998 6.74427 -1.87753
H 2.26433 4.62210 -0.86703
H 0.97739 5.80035 -0.81316
H 0.94805 5.81805 1.59917
H 2.71297 5.48835 1.59931
H 2.56157 3.24594 1.26122
H 0.82912 3.31089 0.81606
H 1.35519 3.58777 2.55213
C -5.72296 -11.79718 -3.58407
C -6.79977 -10.65563 -3.63426
C -6.28056 -9.53301 -4.47744
C -5.19076 -8.74720 -3.74121
P -4.31618 -7.42676 -4.74643
C -2.89902 -6.74837 -3.75991
C -2.30884 -5.29654 -4.07290
C -1.24954 -4.82042 -3.04526
C -0.67171 -3.49952 -3.47773
C -3.59024 -7.99234 -6.43420
C -2.74952 -9.27545 -6.30024
C -2.32066 -9.87278 -7.62090
C -3.45570 -10.28932 -8.56114
C -5.51306 -6.00438 -4.98836
C -6.22210 -5.28438 -3.79675
C -7.38297 -4.29364 -4.00898
C -8.61031 -4.82729 -4.69157
H -4.74651 -11.56239 -3.16039
H -5.54840 -12.40491 -4.47194
H -6.07692 -12.60385 -2.94213
H -7.16293 -10.32720 -2.66043
H -7.77610 -10.95062 -4.01882
H -7.11160 -8.85139 -4.65869
H -6.06337 -9.97196 -5.45122
H -4.46907 -9.29516 -3.13540
H -5.68033 -8.30326 -2.87441
H -2.06964 -7.45082 -3.84233
H -3.13043 -6.73632 -2.69482
H -3.04276 -4.49775 -4.17975
H -1.79821 -5.33890 -5.03497
H -0.36656 -5.45190 -2.94690
H -1.77003 -4.79338 -2.08794
H -1.11905 -2.82373 -2.74883
H -0.60501 -3.24114 -4.53456
H 0.40014 -3.50369 -3.27966
H -2.99836 -7.17569 -6.84753
H -4.32596 -8.02492 -7.23779
H -3.28263 -10.07277 -5.78237
H -1.80025 -9.07273 -5.80436
H -1.59507 -10.68120 -7.53108
H -1.84315 -9.10928 -8.23503
H -3.86659 -9.46252 -9.14051
H -4.26329 -10.89719 -8.15323
H -3.17677 -10.84937 -9.45369
H -6.39820 -6.32650 -5.53688
H -5.01320 -5.27954 -5.63089
H -5.45629 -4.70302 -3.28328
H -6.65002 -5.95878 -3.05502
H -7.08602 -3.46467 -4.65141
H -7.63538 -3.95452 -3.00430
H -9.45321 -4.14272 -4.59685
H -8.98892 -5.82611 -4.47450
H -8.35036 -4.99653 -5.73650
C -4.26218 3.07072 9.91727
C -4.26200 3.41989 8.37798
C -3.11258 2.81923 7.63494
C -3.21503 3.05145 6.05010
P -1.84211 2.45566 5.00001
C -0.08346 2.67000 5.50737
C 0.41279 1.83096 6.70753
C 1.98159 1.83176 6.77642
C 2.42654 1.25373 8.17588
C -2.19404 0.73679 4.60045
C -1.14650 0.05918 3.76137
C -0.99883 -1.49809 3.92328
C -0.39419 -1.90337 5.30809
C -1.85873 3.20095 3.21907
C -3.32063 3.29233 2.68171
C -3.32191 4.06960 1.30956
C -2.39474 3.56038 0.18650
H -5.19340 3.39454 10.38211
H -3.43371 3.64135 10.33696
H -3.96457 2.05734 10.18669
H -4.22571 4.50674 8.30362
H -5.20447 3.14950 7.90181
H -3.09786 1.77092 7.93315
H -2.31249 3.35129 8.14960
H -3.21034 4.11683 5.81977
H -4.12415 2.60023 5.65259
H -0.00205 3.70193 5.84881
H 0.48637 2.65740 4.57827
H 0.00674 0.82770 6.57834
H 0.14091 2.20773 7.69355
H 2.39335 2.82002 6.57178
H 2.23911 1.09822 6.01241
H 1.89627 0.32864 8.40201
H 2.44721 2.05251 8.91723
H 3.37043 0.74057 8.35978
H -3.21767 0.60747 4.24897
H -2.30712 0.18110 5.53132
H -0.09797 0.35561 3.73292
H -1.50614 0.23164 2.74696
H -0.38949 -1.97086 3.15301
H -1.87783 -2.11284 3.72952
H 0.61656 -1.50947 5.41444
H -0.30316 -2.98791 5.36793
H -0.95137 -1.57553 6.18567
H -1.21404 2.66827 2.51998
H -1.53107 4.20520 3.48781
H -3.92355 3.82621 3.41627
H -3.72329 2.30090 2.47426
H -3.16601 5.12565 1.52992
H -4.33438 3.93128 0.93024
H -1.35834 3.85358 0.35384
H -2.74262 4.09067 -0.70000
H -2.44773 2.47195 0.21100
C 4.84864 -0.48284 -2.74872
C 6.20221 -1.04367 -2.28686
C 6.01343 -2.27277 -1.30997
C 5.49388 -1.99720 0.06169
P 5.25397 -3.35415 1.25216
C 5.08222 -2.60331 2.87194
C 4.70317 -1.14718 2.73172
C 4.27500 -0.56913 4.09060
C 5.28069 -0.01843 5.20666
C 6.75413 -4.38808 1.31772
C 6.47344 -5.47031 2.41061
C 7.56685 -6.49335 2.19757
C 7.36270 -7.63948 3.15738
C 3.76197 -4.35351 0.95228
C 3.84770 -5.17754 -0.33860
C 2.90186 -4.94266 -1.53321
C 3.15234 -6.03234 -2.72178
H 4.30941 -1.09764 -3.46938
H 5.00839 0.53483 -3.10496
H 4.12712 -0.49176 -1.93175
H 6.91757 -0.31982 -1.89647
H 6.63641 -1.48764 -3.18265
H 6.98844 -2.74285 -1.18160
H 5.27244 -2.98807 -1.66688
H 4.45969 -1.65325 0.04551
H 6.02521 -1.16049 0.51523
H 6.02245 -2.53776 3.41945
H 4.44180 -3.22259 3.49997
H 3.84908 -0.98626 2.07388
H 5.57627 -0.53070 2.51782
H 3.54613 -1.15970 4.64562
H 3.65199 0.27413 3.79251
H 6.26234 0.03236 4.73562
H 5.32449 -0.61856 6.11552
H 4.83402 0.93931 5.47374
H 7.59339 -3.70139 1.42826
H 6.91021 -4.93513 0.38795
H 5.48180 -5.92279 2.41323
H 6.50316 -5.07793 3.42710
H 8.56809 -6.07212 2.28796
H 7.43934 -6.83352 1.16989
H 7.51066 -7.46014 4.22230
H 8.13513 -8.39214 2.99943
H 6.43078 -8.18198 2.99825
H 2.93384 -3.64487 0.94140
H 3.57702 -4.92673 1.86075
H 3.90769 -6.23918 -0.09893
H 4.78311 -5.04010 -0.88104
H 3.09785 -3.98540 -2.01627
H 1.86132 -4.94189 -1.20860
H 3.01095 -7.05335 -2.36729
H 4.17421 -5.99562 -3.09932
H 2.47016 -5.88167 -3.55846
C -2.85109 3.40201 -6.87046
C -1.80857 2.78672 -6.01278
O -0.90900 2.08442 -6.37440
N -2.09591 2.90019 -4.45359
H -2.48136 3.80696 -4.23158
H -2.85842 2.29330 -4.18833
C -0.86996 2.55244 -3.54889
H -2.46270 3.49181 -7.88496
H -3.11674 4.43717 -6.65604
H -3.73857 2.77216 -6.80914
H 0.03108 2.96504 -4.00275
H -0.66974 1.48725 -3.66457
H -0.99274 2.91184 -2.52719
C -5.55142 1.06897 0.13104
C -4.92110 -0.26759 0.54837
O -4.54277 -0.43273 1.63557
N -4.88949 -1.38766 -0.50355
H -5.53315 -2.13520 -0.28684
H -4.85383 -1.13302 -1.48028
C -3.46088 -1.96817 -0.54516
H -5.81668 1.67698 0.99594
H -6.48067 0.89252 -0.41068
H -5.04333 1.69220 -0.60485
H -3.55316 -2.98540 -0.92574
H -2.89436 -1.88989 0.38276
H -2.90646 -1.29729 -1.20139
P 0.66885 -0.13851 -0.52512
F -0.55177 -0.90916 -1.23869
F -0.37358 1.06605 -0.19134
F 0.39628 -0.82822 0.94559
F 1.97028 0.55921 0.07864
F 1.69163 -1.31035 -1.05568
F 1.14150 0.76391 -1.80811
*
```